(1)
ORCA calculation (ωB97M-V/def2-TZVPD) on a structure of composition C3H4O3Sr in a non-equilibrium geometry.

Summary:
highest occupied orbital energy	-6.405	eV
energy relative to the best compared isomer or geometry (same formula, charge and spin)	0.0	kJ/mol
Kohn-Sham gap	5.705	eV
E_tot	-10152.39740	eV

```
! RIJCOSX wB97M-V def2-TZVPD def2/J DEFGRID3
* xyz 0 1
O -1.01003 2.94747 0.35376
C -0.90145 3.83957 1.10129
O -0.87166 4.74385 1.80740
C 0.53503 -1.18557 -1.22884
C 0.40848 -1.92477 0.12298
O -0.39386 -1.18107 1.04357
Sr -0.83393 0.47568 -0.20163
H 1.57753 -0.92780 -1.47534
H 0.12033 -1.76542 -2.06884
H 1.41070 -2.09336 0.56828
H -0.04113 -2.92858 -0.02263
*
```


(2)
ORCA calculation (ωB97M-V/def2-TZVPD) on an isolated molecule of C5H6O in a non-equilibrium geometry.

Summary:
highest occupied orbital energy	-8.100	eV
energy relative to the best compared isomer or geometry (same formula, charge and spin)	379.2	kJ/mol
Kohn-Sham gap	8.580	eV
E_tot	-7325.35401	eV

```
! RIJCOSX wB97M-V def2-TZVPD def2/J DEFGRID3
* xyz 0 1
C 0.10667 1.14163 1.29092
C -0.22791 0.12153 0.24031
C -0.77880 -1.10832 0.36918
O -0.67740 -1.99817 -0.57476
C 0.30935 -0.87141 -1.86982
C 0.61498 0.25890 -1.30320
H -0.14939 0.86548 2.32574
H -0.34412 2.11945 1.09204
H 1.19569 1.24302 1.27434
H -1.39319 -1.28115 1.27392
H 0.11787 -1.65337 -2.55831
H 1.22624 1.16241 -1.56037
*
```


(3)
ORCA calculation (ωB97M-V/def2-TZVPD) on a structure of composition C29H36N10NaO6.

Summary:
highest occupied orbital energy	-11.003	eV
energy relative to the best compared isomer or geometry (same formula, charge and spin)	51.3	kJ/mol
Kohn-Sham gap	8.995	eV
E_tot	-62256.48711	eV

```
! RIJCOSX wB97M-V def2-TZVPD def2/J DEFGRID3
* xyz 1 1
Na -0.59036 -0.52160 -1.72620
C -4.07760 -0.12230 -1.77125
C -4.18389 -1.60954 -1.54447
O -2.89178 -2.21801 -1.57152
C -2.71206 -3.11292 -2.66557
C -1.24963 -3.15089 -3.01846
O -0.76283 -1.88332 -3.43995
C -1.18583 -1.43995 -4.72272
C -0.45584 -0.14528 -4.99045
O -0.80525 0.87707 -4.05590
C -2.04996 1.52563 -4.32496
C -2.95067 1.44938 -3.12773
O -3.30098 0.09092 -2.93764
H -3.59699 0.36391 -0.92036
H -5.08229 0.30081 -1.88260
H -4.82252 -2.06420 -2.30430
H -4.64826 -1.79029 -0.57267
H -3.30319 -2.77461 -3.52020
H -3.04637 -4.12253 -2.40548
H -1.06494 -3.90832 -3.78642
H -0.66690 -3.40809 -2.13171
H -2.26756 -1.28511 -4.74510
H -0.91629 -2.17961 -5.48432
H -0.64896 0.18536 -6.01419
H 0.61693 -0.30593 -4.87700
H -2.54230 1.05819 -5.18105
H -1.85882 2.57164 -4.57411
H -3.83615 2.07328 -3.29321
H -2.43169 1.83062 -2.23748
C -2.93763 2.36158 3.36367
N -2.56447 1.37697 2.35216
C -1.73707 1.46923 1.30385
N -1.68260 0.31308 0.66529
C -2.50070 -0.47994 1.41482
N -3.05504 0.11764 2.44291
C -1.85155 2.65184 4.37432
C -2.01386 3.71250 5.26203
C -1.07454 3.95094 6.25300
C 0.05871 3.15371 6.35287
C 0.23458 2.11736 5.44920
C -0.72547 1.85727 4.47403
C 1.45024 1.29808 5.45644
N 2.18321 0.87040 6.41775
N 3.19841 0.10043 5.81945
C 2.97869 0.14769 4.55826
O 1.88907 0.88802 4.23959
C 3.66199 -0.48333 3.42471
C 4.21378 -1.75470 3.52681
C 4.73682 -2.35977 2.39536
C 4.69696 -1.70954 1.16791
C 4.17714 -0.42475 1.06780
C 4.20610 0.30778 -0.24654
N 2.89703 0.81406 -0.68178
C 1.68712 0.75498 -0.12835
N 0.79325 1.36546 -0.89731
C 1.55223 1.77787 -1.95091
N 2.82565 1.45546 -1.87412
C 3.67841 0.18908 2.20867
H -3.80111 1.92495 3.86034
H -3.26590 3.27732 2.87390
H -1.21290 2.37235 1.02728
H -2.69001 -1.51900 1.18711
H -2.88862 4.35012 5.18765
H -1.21823 4.77128 6.94382
H 0.80860 3.33928 7.11134
H -0.57886 1.02471 3.79728
H 4.20596 -2.26655 4.48065
H 5.15932 -3.35369 2.46408
H 5.08585 -2.20318 0.28390
H 4.57302 -0.34659 -1.03485
H 4.87381 1.16653 -0.19484
H 1.47854 0.26775 0.81072
H 1.14864 2.29914 -2.80507
H 3.28257 1.19716 2.15824
N 2.95368 -1.33290 -3.44351
C 2.31071 -2.11272 -2.52464
N 2.66837 -3.42905 -2.48552
O 1.44818 -1.66155 -1.77864
H 3.79025 -1.67312 -3.88713
H 2.91010 -0.33283 -3.27704
H 3.21963 -3.84774 -3.21336
H 2.09495 -4.03538 -1.92661
*
```


(4)
ORCA calculation (ωB97M-V/def2-TZVPD) on a structure of composition C13H23BCsIN3 in a non-equilibrium geometry.

Summary:
highest occupied orbital energy	-10.868	eV
Kohn-Sham gap	7.576	eV
E_tot	-27643.33296	eV

```
! RIJCOSX wB97M-V def2-TZVPD def2/J DEFGRID3
* xyz 1 1
C -3.92428 -1.54626 -3.40760
C -2.64940 -0.99960 -2.80470
C -1.40869 -1.52371 -3.12677
C -0.25043 -1.03436 -2.53890
C -0.32166 0.00593 -1.62304
C 0.92845 0.55589 -0.95683
B 0.98407 0.18011 0.57419
C 1.53796 -1.29353 0.96717
C 0.50135 -2.36781 1.32904
C -0.23292 -2.97655 0.14479
I -0.95518 -1.71888 2.77395
C 0.52233 1.32551 1.60066
C 1.59834 2.43690 1.91185
N 2.57783 1.82865 2.80902
N 2.23133 2.95162 0.72840
N 0.94501 3.54406 2.67106
C -1.56537 0.54954 -1.31240
C -2.72102 0.05180 -1.89208
H -4.29349 -2.33947 -2.76243
H -4.67262 -0.76383 -3.43693
H -3.74290 -1.94117 -4.39991
H -1.35861 -2.32449 -3.85103
H 0.71170 -1.44536 -2.80409
H 1.81245 0.19952 -1.48546
H 0.93578 1.63735 -1.07077
H 2.28307 -1.21073 1.76484
H 2.06862 -1.66279 0.09003
H 1.02780 -3.17248 1.83088
H -1.02414 -2.33048 -0.21654
H 0.46386 -3.23031 -0.64815
H -0.70821 -3.89543 0.48008
H 0.21366 0.95519 2.57817
H -0.34832 1.82521 1.18578
H 2.09620 1.49438 3.63339
H 3.24865 2.51876 3.15563
H 3.08703 3.42593 1.00619
H 1.65752 3.69836 0.35428
H 0.44890 3.12740 3.45517
H 0.19247 3.90331 2.08960
H -1.61274 1.38437 -0.62884
H -3.67470 0.49025 -1.64203
Cs 3.39030 -0.31278 3.47433
*
```


(5)
ORCA calculation (ωB97M-V/def2-TZVPD) on a structure of composition C29H67CsN5O4PSSi5Te in a non-equilibrium geometry.

Summary:
highest occupied orbital energy	-1.729	eV
energy relative to the best compared isomer or geometry (same formula, charge and spin)	202.9	kJ/mol
Kohn-Sham gap	5.232	eV
E_tot	-114161.66100	eV

```
! RIJCOSX wB97M-V def2-TZVPD def2/J DEFGRID3
* xyz -2 1
Cs 1.98529 -0.01313 -1.10252
C -0.69457 3.36908 3.57981
C 0.46709 2.61822 4.10247
N 1.16840 2.93866 5.15163
N 2.13659 1.97773 5.21104
C 2.04960 1.05504 4.22800
S 3.01099 -0.26088 3.90639
N 0.95821 1.48400 3.52344
N 0.51533 0.88493 2.34101
H -0.96884 4.13314 4.30298
H -1.54659 2.70940 3.41076
H -0.44345 3.83973 2.63014
H 2.83556 1.98494 5.93063
H -0.46496 0.61985 2.45923
H 1.04018 0.00676 2.28225
C 1.36266 3.80072 -0.27618
Si 0.73879 3.49687 -2.04675
C 0.18470 5.21634 -2.65551
C 2.31838 3.15853 -3.04401
C -0.52749 2.20315 -2.20839
Si -0.67918 1.37685 -3.82117
C 0.84574 0.36236 -4.36932
C -0.92010 2.52921 -5.32556
C -2.17632 0.21231 -3.93573
Si -2.14185 2.68562 -1.52090
C -3.28952 3.60725 -2.73099
C -2.08292 3.78012 0.01873
C -3.30884 1.32656 -0.82529
C -4.64812 1.20732 -1.19492
C -5.46832 0.28660 -0.56622
C -4.94119 -0.48963 0.44666
C -3.60458 -0.32057 0.77523
N -2.80973 0.55254 0.15343
H 2.12627 4.58237 -0.26140
H 1.79704 2.90609 0.17910
H 0.54620 4.12136 0.36634
H 0.98101 5.96187 -2.58487
H -0.66586 5.57712 -2.07304
H -0.13852 5.15459 -3.69668
H 3.01809 3.99321 -2.96488
H 2.08413 3.01850 -4.10015
H 2.84495 2.26672 -2.70051
H 1.49702 0.97551 -4.99527
H 0.56224 -0.51968 -4.94685
H 1.43835 0.02784 -3.52133
H -0.04338 3.16135 -5.48186
H -1.77756 3.18879 -5.18013
H -1.08353 1.95107 -6.23961
H -2.36233 -0.30414 -2.99857
H -2.01469 -0.54370 -4.70727
H -3.08284 0.76164 -4.19706
H -2.77118 4.48628 -3.11908
H -4.21911 3.93983 -2.26204
H -3.54547 2.98059 -3.58682
H -1.60299 4.74282 -0.15718
H -1.53186 3.24896 0.79049
H -3.09606 3.96385 0.38357
H -5.03893 1.83610 -1.98436
H -6.50609 0.17825 -0.86247
H -5.53654 -1.22213 0.97125
H -3.14166 -0.91378 1.56392
C 2.69809 -4.44511 -2.14178
C 3.87237 -3.79026 -1.44554
O 3.70271 -2.37480 -1.53504
P 5.02042 -1.38686 -1.44497
O 4.40447 -0.04460 -1.21790
Te 6.73761 -2.25222 -0.10651
O 5.57575 -1.49101 -2.97605
C 4.83421 -0.85004 -4.01295
C 5.34173 0.55727 -4.25497
H 2.76318 -5.53020 -2.04125
H 2.68459 -4.19018 -3.20271
H 1.76059 -4.11953 -1.69172
H 4.82309 -4.07840 -1.90416
H 3.90906 -4.07053 -0.38934
H 3.76132 -0.83708 -3.78708
H 4.96823 -1.47090 -4.90424
H 5.22317 1.15299 -3.35217
H 4.77828 1.02705 -5.06339
H 6.39911 0.53602 -4.52361
C -0.98767 -2.26963 -1.30456
O -0.34009 -1.01194 -1.35930
H -1.99103 -2.23183 -1.74328
H -1.06743 -2.63484 -0.27836
H -0.38736 -2.97322 -1.88321
H -0.89497 -0.36317 -0.86461
C -1.65950 -4.90869 1.98505
Si -0.22319 -3.90459 2.73714
C 1.20230 -3.99188 1.49116
C 0.37118 -5.02951 4.16446
C -0.62332 -2.19208 3.14078
Si -1.59231 -1.66846 4.55854
C -0.86796 -1.96824 6.30146
C -3.32719 -2.45185 4.64911
C -1.89591 0.21934 4.57107
H -1.35532 -5.93791 1.77584
H -1.99920 -4.45803 1.04987
H -2.51786 -4.94925 2.65660
H 1.34218 -5.00027 1.09056
H 2.13278 -3.69827 1.98135
H 1.05832 -3.31700 0.64357
H 0.63928 -6.03267 3.81836
H -0.40438 -5.13166 4.92813
H 1.24633 -4.58838 4.64675
H 0.30631 -1.60383 3.09314
H -0.75233 -3.03637 6.49664
H -1.49253 -1.54135 7.09284
H 0.12644 -1.52001 6.36968
H -3.32109 -3.47576 4.27758
H -4.03208 -1.88670 4.03966
H -3.70946 -2.46672 5.67273
H -0.98005 0.75735 4.83533
H -2.65985 0.49552 5.30349
H -2.23862 0.56936 3.59420
*
```